{
  "formula": "C4H8N2OS",
  "method": "ωB97M-V/def2-TZVPD",
  "smiles": "[H]/N=C(\\NO)C(=C)CS",
  "species": ["N", "H", "H", "H", "C", "H", "N", "C", "S", "H", "C", "C", "O", "H", "H", "H"],
  "xyz": [[0.55, -0.40, 1.89], [-1.50, 2.03, -1.71], [1.11, -1.21, 2.28], [0.08, -2.69, -0.65], [-0.52, -0.48, -1.59], [-0.72, -0.01, -2.55], [0.58, -2.20, 0.23], [0.49, -0.84, 0.56], [-0.50, 2.76, -1.13], [0.98, 1.52, 0.71], [-0.07, 1.49, 0.14], [0.06, 0.07, -0.37], [0.30, -3.01, 1.48], [-0.31, -1.58, -1.77], [-0.93, 1.50, 0.86], [-0.80, -2.86, 1.79]]
}

***

{
  "formula": "C4H8N2OS",
  "method": "ωB97M-V/def2-TZVPD",
  "smiles": "NN(C=S)C1COC1",
  "species": ["C", "O", "S", "H", "H", "C", "C", "N", "C", "H", "H", "N", "H", "H", "H", "H"],
  "xyz": [[1.70, 0.52, -0.33], [2.06, -0.92, -0.66], [-3.38, -0.62, -0.25], [1.40, 1.08, -1.14], [-1.38, -1.56, 0.25], [0.50, 0.05, 0.55], [1.01, -1.38, 0.18], [-0.83, 0.40, 0.10], [-1.72, -0.64, -0.01], [0.46, 0.50, 1.58], [0.13, -1.83, -0.44], [-0.92, 1.77, -0.05], [1.39, -2.16, 0.99], [-0.98, 1.85, -1.22], [2.67, 0.91, 0.29], [-2.10, 2.03, 0.16]]
}

***

It is found that the relative energy (zero: lowest compared OMol25 entry of this formula, charge and spin) values, taken in the order of the records, are 137.8, 114.5 kcal per mole.
It is found that the LUMO level values, taken in the order of the records, are -0.6774, 0.3907 eV.